# 1
{
  "formula": "C5H13N3",
  "method": "ωB97M-V/def2-TZVPD",
  "elements": ["C", "C", "C", "C", "C", "N", "N", "N", "H", "H", "H", "H", "H", "H", "H", "H", "H", "H", "H", "H", "H"],
  "positions_angstrom": [[0.4805, 0.9348, 1.2301], [1.9425, 0.6275, 1.2869], [-0.2537, -1.3444, 0.8652], [-0.5211, 0.1739, 0.7179], [-0.5226, 0.4648, -1.5652], [-1.8640, 0.5226, 0.9438], [-1.3378, -0.4809, -2.1056], [0.7832, 0.2908, -1.8913], [0.2049, 1.9126, 1.5962], [-1.9845, 1.5308, 0.9297], [-2.4677, 0.0749, 0.2613], [-2.3215, -0.6226, -1.9312], [-1.0344, -1.1013, -2.8536], [1.4378, 1.0080, -1.6323], [1.0886, -0.5154, -2.4312], [2.2643, 0.4809, 2.3207], [2.1991, -0.2759, 0.7359], [2.5295, 1.4534, 0.8794], [0.1241, -1.6205, 1.8445], [-1.2003, -1.8541, 0.6972], [0.4534, -1.6602, 0.1018]],
  "nbo_charge": [-0.28, -0.64, -0.64, 0.19, 0.22, -0.81, -0.84, -0.83, 0.18, 0.37, 0.35, 0.39, 0.34, 0.40, 0.35, 0.21, 0.21, 0.20, 0.22, 0.20, 0.20],
  "total_energy_ha": -362.47370,
  "gap_ev": 7.795,
  "de_lowest_kcal_mol": 68.1,
  "molar_mass_da": 115.18
}

***

# 2
{
  "formula": "C5H13N3",
  "method": "ωB97M-V/def2-TZVPD",
  "elements": ["C", "C", "C", "C", "N", "C", "N", "N", "H", "H", "H", "H", "H", "H", "H", "H", "H", "H", "H", "H", "H"],
  "positions_angstrom": [[0.4615, 0.6310, 0.7514], [0.8908, -0.2146, -1.4256], [2.8677, 0.1575, 0.7974], [-2.3935, -1.6078, 0.4774], [0.7048, -0.4224, 0.0146], [-1.7708, -0.4069, -0.1493], [0.1993, 1.8869, 0.3364], [-2.2456, 0.4430, -0.9254], [0.4124, 0.4760, 1.8229], [-0.1837, 2.5268, 1.0132], [-0.1684, 1.9999, -0.5992], [-3.2405, 0.3175, -1.1933], [1.6982, 0.4996, -1.6121], [-0.0151, 0.1545, -1.9103], [1.1596, -1.1693, -1.8741], [2.8711, -0.0419, 1.8614], [3.0998, 1.1714, 0.4942], [3.2653, -0.6335, 0.1774], [-3.4491, -1.7321, 0.1854], [-1.8313, -2.4995, 0.1915], [-2.3324, -1.5361, 1.5662]],
  "nbo_charge": [0.34, -0.47, -0.60, -0.74, -0.45, 0.38, -0.81, -0.75, 0.18, 0.39, 0.41, 0.33, 0.19, 0.21, 0.21, 0.17, 0.17, 0.18, 0.20, 0.24, 0.23],
  "total_energy_ha": -362.36786,
  "gap_ev": [7.281, 7.997],
  "de_lowest_kcal_mol": 134.5,
  "molar_mass_da": 115.18
}

***

# 3
{
  "formula": "C5H13N3",
  "method": "ωB97M-V/def2-TZVPD",
  "elements": ["C", "C", "C", "C", "C", "N", "N", "N", "H", "H", "H", "H", "H", "H", "H", "H", "H", "H", "H", "H", "H"],
  "positions_angstrom": [[-0.8756, -1.0566, -0.5869], [-2.4794, 0.1706, 0.4557], [-1.1055, 1.0497, 0.5666], [2.2836, -0.8938, 0.2814], [0.9556, -0.2140, 0.8239], [-2.0479, -1.0391, -0.2714], [-0.0435, 0.2399, -0.1833], [0.4527, 0.8537, -1.3777], [-0.3303, -1.7651, -1.1232], [-2.7577, -0.2310, 1.4050], [-3.3440, 0.4994, -0.0691], [-1.1474, 1.9416, -0.0810], [-0.8383, 1.1515, 1.5814], [1.9565, -1.3417, -0.6815], [3.0664, -0.2097, 0.1813], [2.5403, -1.6521, 0.9574], [1.3016, 0.6264, 1.4404], [0.5373, -1.0219, 1.4539], [1.3311, 0.2523, -1.5949], [0.8712, 1.7319, -1.0854], [-0.3267, 0.9079, -2.0926]],
  "lowdin_spin": [0.52, 0.08, 0.05, 0.00, 0.03, 1.09, 0.10, 0.05, 0.04, 0.01, 0.01, 0.00, 0.00, 0.00, 0.00, 0.00, 0.01, 0.01, 0.00, 0.01, 0.01],
  "s2": 2.007,
  "total_energy_ha": -361.60151,
  "spin_multiplicity": 3,
  "total_charge": 2,
  "gap_ev": [7.100, 8.100],
  "de_lowest_kcal_mol": 98.6,
  "molar_mass_da": 115.18
}

***

# 4
{
  "formula": "C5H13N3O",
  "method": "ωB97M-V/def2-TZVPD",
  "elements": ["C", "C", "C", "N", "N", "C", "O", "N", "C", "H", "H", "H", "H", "H", "H", "H", "H", "H", "H", "H", "H", "H"],
  "positions_angstrom": [[-2.3661, -1.1256, -0.1723], [-1.4615, -0.1476, -0.2310], [-1.7825, 1.1673, -0.8820], [-0.1449, -0.3032, 0.1969], [0.2448, -1.5423, 0.7559], [0.6216, 0.8039, 0.7695], [0.8510, 0.5880, 2.1239], [1.8729, 1.0307, 0.0738], [2.4436, -0.0905, -0.6507], [-2.1869, -2.0857, 0.2786], [-3.3434, -0.9862, -0.5939], [-1.9872, 1.9331, -0.1341], [-0.9542, 1.5018, -1.5031], [-2.6671, 1.0610, -1.5032], [-0.3585, -1.7904, 1.5422], [0.1450, -2.2576, 0.0409], [0.0209, 1.7181, 0.7354], [1.4495, -0.1641, 2.1983], [1.7920, 1.8302, -0.5553], [2.5638, -0.9284, 0.0271], [1.8243, -0.4247, -1.4997], [3.4228, 0.2122, -1.0173]],
  "nbo_charge": [-0.54, 0.20, -0.65, -0.32, -0.67, 0.39, -0.71, -0.64, -0.42, 0.19, 0.20, 0.22, 0.22, 0.23, 0.35, 0.36, 0.18, 0.48, 0.36, 0.20, 0.17, 0.20],
  "total_energy_ha": -437.75854,
  "smiles": "C=C(C)N(N)[C@@H](O)NC",
  "gap_ev": 9.005,
  "de_lowest_kcal_mol": 60.0,
  "molar_mass_da": 131.18
}

***

# 5
{
  "formula": "C5H13N3O2",
  "method": "ωB97M-V/def2-TZVPD",
  "elements": ["C", "C", "O", "O", "H", "H", "H", "C", "C", "C", "N", "N", "N", "H", "H", "H", "H", "H", "H", "H", "H", "H", "H"],
  "positions_angstrom": [[-1.6980, -1.8935, 2.3576], [-0.5388, -0.9633, 2.5360], [-0.5575, 0.0961, 3.0989], [0.5830, -1.4513, 1.9309], [-2.4322, -1.7865, 3.1481], [-1.2866, -2.9099, 2.4486], [-2.2095, -1.8934, 1.3913], [1.2740, 1.1931, -1.9656], [2.5618, 0.4113, -2.2693], [-0.6252, 0.9411, -0.4571], [0.3069, 0.3519, -1.3065], [-0.3685, 2.0779, 0.0599], [-1.6188, 0.1001, -0.0495], [1.5032, 2.0620, -1.3540], [0.8832, 1.7029, -2.8655], [3.1048, 0.3870, -1.3276], [3.1934, 1.0052, -2.9190], [-0.1267, -0.3385, -1.9117], [1.0844, -0.6640, 1.6265], [-1.0909, 2.4173, 0.6811], [-1.9394, -0.7503, -0.5286], [-2.4522, 0.4979, 0.3622], [2.4495, -0.5935, -2.6868]],
  "lowdin_spin": [0.15, 0.04, 0.01, 0.02, 0.02, 0.01, 0.07, 0.02, 0.02, 0.14, 0.02, 0.01, 0.10, 0.00, 0.01, 0.00, 0.00, 0.08, 0.01, 0.01, 0.15, 0.09, 0.01],
  "s2": 0.750,
  "total_energy_ha": -513.04210,
  "spin_multiplicity": 2,
  "total_charge": -1,
  "gap_ev": [2.893, 8.863],
  "de_lowest_kcal_mol": 0.0,
  "molar_mass_da": 147.18
}

***

# 6
{
  "formula": "C5H13N3O2",
  "method": "ωB97M-V/def2-TZVPD",
  "elements": ["H", "N", "C", "N", "N", "C", "C", "H", "H", "H", "H", "H", "H", "H", "H", "C", "C", "O", "O", "H", "H", "H", "H"],
  "positions_angstrom": [[-1.2479, -1.8332, -1.9314], [-0.9511, -1.3001, -1.1233], [-1.8885, -0.9110, -0.3640], [-3.2344, -0.9546, -0.5928], [-1.6564, -0.3642, 0.9136], [-0.2528, -0.3914, 1.3915], [-0.1711, -0.3634, 2.9181], [-3.6693, -1.5731, -1.2423], [-3.7906, -0.4644, 0.0725], [-1.8931, 0.6242, 0.9147], [0.2569, 0.4967, 1.0381], [0.2048, -1.2909, 1.0372], [-0.8080, -1.0339, 3.5020], [-0.2659, 0.6669, 3.2551], [0.8407, -0.6823, 3.1665], [3.1383, 1.6348, -1.8364], [1.7933, 1.2438, -1.2628], [0.9114, 1.8706, -0.7388], [1.5751, -0.0362, -1.6938], [2.9377, 2.2874, -2.6850], [3.6346, 0.7702, -2.2318], [3.7466, 2.1594, -1.1051], [0.7896, -0.5551, -1.4018]],
  "nbo_charge": [0.35, -0.82, 0.61, -0.83, -0.64, -0.23, -0.61, 0.40, 0.40, 0.38, 0.21, 0.21, 0.21, 0.20, 0.21, -0.72, 0.81, -0.61, -0.75, 0.24, 0.24, 0.23, 0.53],
  "total_energy_ha": -513.07950,
  "smiles": "[H]/N=C(\\N)NCC.CC(=O)O",
  "gap_ev": 10.351,
  "de_lowest_kcal_mol": 9.9,
  "molar_mass_da": 147.18
}

***

# 7
{
  "formula": "C5H13N3OS",
  "method": "ωB97M-V/def2-TZVPD",
  "elements": ["C", "C", "C", "C", "C", "N", "N", "N", "O", "S", "H", "H", "H", "H", "H", "H", "H", "H", "H", "H", "H", "H", "H"],
  "positions_angstrom": [[-2.5338, -0.1321, -1.0938], [-1.2318, -0.8997, -0.8406], [-2.2709, 0.3796, 1.2154], [2.5106, 0.9458, -0.7600], [2.3541, -0.6389, 0.9277], [0.1856, 0.9163, 0.6929], [-2.8328, 0.9229, -0.0816], [1.6775, -0.0047, -0.1735], [-0.3817, -1.3620, 1.8395], [-0.7463, -0.3044, 0.8459], [-2.5736, 0.1150, -2.0620], [-3.3163, -0.8482, -0.7539], [-1.3744, -2.0194, -0.6342], [-0.5564, -0.6434, -1.6250], [-2.0820, 1.3183, 1.7606], [-2.9705, -0.3235, 1.6897], [3.2459, 0.2204, -1.0860], [2.1401, 1.5565, -1.6029], [2.9615, 1.6788, -0.1093], [1.7662, -0.4310, 1.8314], [1.9710, -1.7282, 0.7867], [3.4026, -0.5630, 0.9598], [-2.2988, 1.7463, -0.2520]],
  "nbo_charge": [-0.24, -0.63, -0.53, -0.43, -0.50, -0.87, -0.57, -0.25, -0.95, 1.92, 0.21, 0.19, 0.24, 0.25, 0.27, 0.24, 0.22, 0.20, 0.18, 0.26, 0.21, 0.20, 0.36],
  "total_energy_ha": -835.77175,
  "gap_ev": [9.149, 9.150],
  "de_lowest_kcal_mol": 125.3,
  "molar_mass_da": 163.25
}

***

# 8
{
  "formula": "C5H13N4",
  "method": "ωB97M-V/def2-TZVPD",
  "elements": ["H", "N", "C", "C", "C", "N", "N", "C", "C", "N", "H", "H", "H", "H", "H", "H", "H", "H", "H", "H", "H", "H"],
  "positions_angstrom": [[2.6293, -0.3927, 1.0714], [1.6281, -0.4975, 0.8931], [1.0868, 0.5536, 0.5455], [1.7610, 1.8850, 0.7502], [-0.3707, 0.4473, 0.0331], [-1.3414, 0.4137, 1.0429], [-0.5629, -0.7527, -0.8480], [0.3498, -0.7289, -1.9829], [-1.3523, -1.7762, -0.6705], [-1.8253, -2.1627, 0.4910], [1.4873, 2.5092, -0.0313], [2.7520, 1.7987, 0.6782], [1.3675, 2.3774, 1.7283], [-0.5143, 1.2223, -0.6477], [-1.0819, 1.1689, 1.7259], [-2.3245, 0.6428, 0.8309], [0.7863, -1.6962, -2.0131], [-0.0400, -0.4366, -2.9070], [1.0218, 0.0593, -1.7374], [-1.3499, -2.3485, -1.5803], [-1.6527, -1.6552, 1.4120], [-2.2961, -3.0799, 0.5893]],
  "nbo_charge": [0.36, -0.59, 0.29, -0.67, 0.08, -0.86, -0.33, -0.40, 0.39, -0.74, 0.22, 0.23, 0.24, 0.18, 0.40, 0.40, 0.23, 0.22, 0.22, 0.23, 0.47, 0.43],
  "total_energy_ha": -417.05949,
  "smiles": "[H]/N=C(\\C)[C@H](N)/[N+](C)=C\\N",
  "total_charge": 1,
  "gap_ev": 10.571,
  "de_lowest_kcal_mol": 31.0,
  "molar_mass_da": 129.19
}

***

# 9
{
  "formula": "C5H13N6",
  "method": "ωB97M-V/def2-TZVPD",
  "elements": ["C", "C", "C", "C", "C", "N", "N", "N", "N", "N", "N", "H", "H", "H", "H", "H", "H", "H", "H", "H", "H", "H", "H", "H"],
  "positions_angstrom": [[-3.0505, 1.3341, -0.2789], [-1.0070, -2.6198, -0.4414], [1.2087, 1.4593, 0.8142], [1.5485, -0.0834, 0.5569], [-0.3688, -1.5326, 0.3220], [-3.8513, 0.4234, 0.1935], [-1.7954, 0.9403, -0.2861], [-3.0836, -0.6235, 0.5096], [-1.8694, -0.2817, 0.2023], [0.5485, 2.0035, -0.3447], [0.6070, -0.8879, -0.2622], [-3.5027, 2.2414, -0.5992], [-1.2416, -2.4744, -1.5346], [-1.6503, -3.1741, 0.1384], [-0.2782, -3.4887, -0.4671], [0.6156, 1.4284, 1.6375], [2.0804, 2.0535, 1.1217], [1.8124, -0.4969, 1.4425], [2.5200, -0.2686, -0.0819], [-0.1776, -1.4445, 1.4312], [1.2352, 2.1078, -1.0822], [0.2902, 2.9170, 0.0021], [0.5840, -0.5922, -1.2189], [-0.7114, 1.3740, -0.6906]],
  "nbo_charge": [0.15, -0.70, -0.24, -0.24, 0.28, -0.25, -0.38, -0.02, -0.07, -0.79, -0.57, 0.24, 0.26, 0.27, 0.26, 0.21, 0.23, 0.22, 0.22, 0.25, 0.40, 0.41, 0.40, 0.45],
  "total_energy_ha": -526.49563,
  "total_charge": 1,
  "gap_ev": 11.043,
  "de_lowest_kcal_mol": 94.1,
  "molar_mass_da": 157.20
}

***

# 10
{
  "formula": "C5H13N6O3",
  "method": "ωB97M-V/def2-TZVPD",
  "elements": ["C", "C", "C", "C", "C", "N", "N", "N", "N", "N", "N", "O", "O", "O", "H", "H", "H", "H", "H", "H", "H", "H", "H", "H", "H", "H", "H"],
  "positions_angstrom": [[-1.3080, -1.8462, -0.4391], [1.7408, 1.1583, 3.6602], [-1.2482, 1.6135, -0.1731], [3.2008, 0.1077, -0.2965], [-0.2589, -0.3861, -1.2280], [-2.6529, -1.8121, -0.6409], [-1.3522, 2.4618, 0.8691], [-0.3882, 0.5710, -0.0868], [1.0392, -0.6720, -1.3112], [-0.7048, -3.0080, -0.2935], [-1.9736, 1.6187, -1.3512], [0.7947, 0.9827, 2.9933], [2.7654, 1.3293, 4.1709], [2.0195, -0.6669, -0.1746], [3.8260, -0.1944, 0.6034], [2.7826, 1.1935, -0.3317], [3.6575, 0.0040, -1.2969], [-3.0071, -1.0603, -1.1253], [-3.1615, -2.6458, -0.3659], [-0.7230, 2.2631, 1.5426], [-1.9199, 3.2533, 0.7678], [0.2638, 0.5748, 0.8093], [1.3490, -1.4245, -1.9719], [0.2902, -2.9811, -0.2126], [-1.0929, -3.9523, -0.3974], [-2.4344, 2.5113, -1.6017], [-1.5041, 1.0069, -2.1182]],
  "nbo_charge": [0.42, 1.05, 0.68, -0.26, 0.04, -0.79, -0.75, -0.63, -0.39, -0.77, -0.83, -0.58, -0.46, -0.47, 0.22, 0.17, 0.19, 0.42, 0.40, 0.41, 0.42, 0.43, 0.40, 0.41, 0.40, 0.41, 0.46],
  "total_energy_ha": -752.23821,
  "total_charge": 1,
  "gap_ev": 8.424,
  "de_lowest_kcal_mol": 56.1,
  "molar_mass_da": 205.20
}